Entry from OMol25: the molecule C5H8O (ωB97M-V/def2-TZVPD).

Properties
SMILES: C1CC1[C@H]1CO1
F_max, hartree/bohr: 0.0335
Kohn-Sham gap, eV: 11.17
E_tot, eV: -7359.574
Energy relative to the best compared isomer or geometry (same formula, charge and spin), kcal per mole: 61.8

```
! RIJCOSX wB97M-V def2-TZVPD def2/J DEFGRID3
* xyz 0 1
C -1.71 -0.32 -0.30
C -1.21 1.09 -0.33
C -0.43 -0.01 0.40
C 0.84 -0.52 -0.19
C 2.11 -0.34 0.49
O 1.53 -1.63 0.37
H -1.54 -0.84 -1.24
H -2.63 -0.59 0.20
H -1.74 1.76 0.35
H -0.78 1.56 -1.21
H -0.36 0.48 1.35
H 0.83 -0.57 -1.28
H 3.02 -0.13 -0.09
H 2.08 0.06 1.50
*
```

natural (NBO) population analysis, charges in e, atoms 1 to 5: atom 1 (C): -0.406, atom 2 (C): -0.401, atom 3 (C): -0.282, atom 4 (C): 0.057, atom 5 (C): -0.112

Entry from OMol25: a 2-piece molecular cluster, C2H6NO3 overall (ωB97M-V/def2-TZVPD).

Properties
F_max, hartree/bohr: 0.0358
Kohn-Sham gap, eV: 8.84
E_tot, eV: -9804.861
Energy relative to the best compared isomer or geometry (same formula, charge and spin), kcal per mole: 30.9

```
! RIJCOSX wB97M-V def2-TZVPD def2/J DEFGRID3
* xyz -1 1
O -0.72 1.25 2.80
C -0.37 0.97 1.64
O 0.72 0.45 1.20
H -1.03 1.13 0.80
H 0.54 0.25 -0.14
N 0.00 -2.00 -1.65
C 0.29 -0.62 -2.16
O 0.13 0.32 -1.16
H -0.58 -2.00 -0.77
H -0.36 -2.62 -2.35
H 1.31 -0.56 -2.68
H -0.49 -0.49 -2.92
*
```

natural (NBO) population analysis, charges in e, atoms 1 to 5: atom 1 (O): -0.735, atom 2 (C): 0.631, atom 3 (O): -0.776, atom 4 (H): 0.044, atom 5 (H): 0.507

Entry from OMol25: the molecule C7H14Si (ωB97M-V/def2-TZVPD).

Properties
SMILES: CC#C[Si@@H](C)C(C)C
F_max, hartree/bohr: 0.0660
Kohn-Sham gap, eV: 10.42
E_tot, eV: -15360.809
Energy relative to the best compared isomer or geometry (same formula, charge and spin), kcal per mole: 30.8

```
! RIJCOSX wB97M-V def2-TZVPD def2/J DEFGRID3
* xyz 0 1
C 4.09 0.68 0.08
C 2.70 0.22 -0.11
C 1.57 -0.21 -0.17
Si -0.17 -0.92 -0.25
C -0.43 -2.57 0.60
C -1.31 0.50 0.28
C -2.77 0.26 -0.20
C -1.00 1.96 -0.20
H 4.30 1.83 0.18
H 4.58 0.22 0.95
H 4.69 0.61 -0.90
H -0.71 -1.27 -1.89
H -0.21 -3.56 0.15
H 0.08 -2.54 1.59
H -1.54 -2.67 0.59
H -1.44 0.42 1.31
H -2.83 0.42 -1.31
H -3.13 -0.87 -0.03
H -3.44 0.99 0.23
H -1.41 2.01 -1.26
H 0.07 2.11 -0.13
H -1.70 2.38 0.46
*
```

natural (NBO) population analysis, charges in e, atoms 1 to 5: atom 1 (C): -0.712, atom 2 (C): 0.048, atom 3 (C): -0.497, atom 4 (Si): 1.389, atom 5 (C): -1.138

Entry from OMol25: C19H28IrN5PS4 as an isolated structure (ωB97M-V/def2-TZVPD).

Properties
F_max, hartree/bohr: 0.0207
Kohn-Sham gap, eV: 7.01
E_tot, eV: -83075.740
Energy relative to the best compared isomer or geometry (same formula, charge and spin), kcal per mole: 32.3

```
! RIJCOSX wB97M-V def2-TZVPD def2/J DEFGRID3
* xyz 1 1
Ir -0.03 -0.05 -0.48
C 3.88 -2.01 -2.23
C 2.75 -1.59 -1.34
S 1.81 -0.17 -1.83
C 2.41 -2.20 -0.20
C 3.12 -3.41 0.35
S 1.06 -1.64 0.80
H 3.98 -1.35 -3.09
H 3.73 -3.02 -2.61
H 4.83 -2.00 -1.70
H 3.12 -4.23 -0.37
H 2.65 -3.77 1.26
H 4.17 -3.17 0.58
N -1.51 0.49 2.63
C -1.87 1.34 1.65
N -1.50 1.20 0.39
C -2.09 2.16 -0.42
C -2.91 3.02 0.23
S -2.94 2.66 1.91
C -1.81 2.03 -1.85
C -2.33 2.72 -2.89
S -1.84 1.98 -4.36
C -0.96 0.78 -3.48
N -1.00 0.95 -2.18
N -0.36 -0.26 -4.11
H -0.70 -0.09 2.43
H -1.62 0.77 3.59
H -3.47 3.85 -0.18
H -3.00 3.56 -2.87
H -0.24 -0.18 -5.11
H 0.46 -0.61 -3.60
C -1.04 -3.07 -1.81
P -1.52 -1.71 -0.72
C -2.10 -2.49 0.82
C -3.10 -1.15 -1.43
H -1.84 -3.82 -1.83
H -0.12 -3.53 -1.44
H -0.89 -2.69 -2.82
H -2.82 -3.27 0.57
H -2.59 -1.74 1.44
H -1.26 -2.92 1.36
H -3.80 -1.98 -1.46
H -2.95 -0.78 -2.45
H -3.53 -0.35 -0.83
N 1.58 1.54 0.62
C 1.49 1.95 1.98
C 1.13 3.27 2.26
C 0.93 3.68 3.57
C 1.11 2.78 4.62
C 1.51 1.48 4.34
C 1.70 1.06 3.03
H 1.62 2.37 0.03
H 2.40 0.99 0.41
H 0.99 3.97 1.45
H 0.64 4.70 3.77
H 0.97 3.10 5.64
H 1.68 0.78 5.15
H 2.01 0.05 2.82
*
```

natural (NBO) population analysis, charges in e, atoms 1 to 5: atom 1 (Ir): 0.441, atom 2 (C): -0.648, atom 3 (C): -0.192, atom 4 (S): -0.136, atom 5 (C): -0.179

Entry from OMol25: C19H24N4O2 as an isolated structure (ωB97M-V/def2-TZVPD).

Properties
F_max, hartree/bohr: 0.3436
Kohn-Sham gap, eV: 7.73
E_tot, eV: -30133.561
Energy relative to the best compared isomer or geometry (same formula, charge and spin), kcal per mole: 366.0

```
! RIJCOSX wB97M-V def2-TZVPD def2/J DEFGRID3
* xyz 0 1
C 3.23 -8.53 -2.07
C 2.71 -7.02 -2.34
O 2.39 -6.38 -1.19
C 1.93 -5.25 -1.10
C 1.83 -4.74 0.25
C 1.09 -3.61 0.33
C 0.73 -2.91 -0.73
C 1.19 -3.25 -2.18
C 1.72 -4.54 -2.33
H 1.85 -4.88 -3.20
H 0.81 -2.72 -3.21
C 0.31 -1.46 -0.83
C 0.05 -0.52 -1.50
C -0.76 0.75 -1.44
N -0.92 1.64 -2.29
C -1.63 2.55 -1.52
C -1.49 2.34 -0.04
N -1.87 3.01 0.93
H -2.39 4.06 0.61
C -1.98 2.48 2.19
H -0.99 1.78 2.25
H -2.98 1.91 2.32
C -1.74 3.64 3.15
H -1.94 3.12 4.22
H -2.24 4.56 2.86
C -0.25 4.33 3.12
N 0.13 5.36 4.12
C -0.72 6.66 3.46
H -1.80 6.42 3.93
H -0.28 7.42 4.19
H -0.60 6.80 2.42
C 0.14 5.13 5.35
H 0.54 4.24 5.56
H 0.54 5.91 6.01
H -0.98 4.94 5.81
H 0.38 3.53 3.20
H 0.08 4.64 2.03
O -1.19 1.04 -0.02
C -2.09 3.82 -2.16
N -2.61 4.71 -2.64
H -0.10 -0.75 -2.55
H -0.15 -1.35 0.31
H 0.90 -3.24 1.26
H 1.90 -5.47 1.11
H 3.56 -6.61 -3.05
H 1.83 -7.11 -2.90
H 2.57 -9.10 -1.43
H 3.55 -8.96 -2.85
H 4.26 -8.37 -1.60
*
```

natural (NBO) population analysis, charges in e, atoms 1 to 5: atom 1 (C): -0.595, atom 2 (C): -0.063, atom 3 (O): -0.462, atom 4 (C): 0.392, atom 5 (C): -0.291

Entry from OMol25: a 2-piece molecular cluster, C14H31B3N4O6 overall (ωB97M-V/def2-TZVPD).

Properties
F_max, hartree/bohr: 0.1211
Kohn-Sham gap (spin up / spin down), eV: 6.51 / 5.85
E_tot, eV: -35297.612

```
! RIJCOSX wB97M-V def2-TZVPD def2/J DEFGRID3
* xyz -1 2
C 2.74 -0.64 0.81
O 2.12 -1.61 -0.07
B 0.84 -2.08 0.45
O -0.34 -1.33 0.05
B 0.86 -3.46 1.40
N 0.58 -3.19 2.91
C 0.44 -1.94 3.14
O 0.21 -0.77 3.47
B -0.40 -4.43 0.88
N -1.03 -5.36 1.91
O -1.00 -4.45 -0.45
N 2.25 -4.11 1.32
C 2.69 -4.74 2.60
C 2.41 -5.02 0.20
C 2.69 -4.54 -1.31
O 2.39 -6.29 0.35
H 3.83 -0.54 0.46
H 2.79 -0.96 1.91
H 2.28 0.40 0.66
H -0.59 -1.73 -0.81
H -1.75 -4.77 2.37
H -1.59 -6.06 1.39
H -0.33 -4.37 -1.16
H 3.62 -5.39 2.35
H 1.94 -5.48 3.05
H 3.08 -3.98 3.37
H 3.06 -5.42 -1.95
H 1.74 -4.16 -1.83
H 3.43 -3.65 -1.34
C -2.24 1.45 -1.18
C -0.96 2.30 -1.41
C -0.13 2.41 -0.11
C -0.65 3.43 0.88
C -0.84 4.78 0.21
C -1.76 4.70 -1.03
N -1.34 3.63 -1.99
O -0.26 4.09 -2.67
C -3.21 4.47 -0.55
C -1.81 6.10 -1.70
C -0.13 1.41 -2.38
H -3.09 2.01 -0.80
H -2.58 1.00 -2.12
H -2.05 0.64 -0.48
H 0.90 2.70 -0.37
H -0.06 1.44 0.38
H -1.59 3.08 1.33
H 0.06 3.54 1.71
H -1.26 5.50 0.93
H 0.14 5.18 -0.08
H -3.88 4.26 -1.39
H -3.60 5.37 -0.05
H -3.31 3.67 0.18
H -0.83 6.47 -1.98
H -2.23 6.84 -1.01
H -2.45 6.08 -2.59
H -0.62 1.33 -3.36
H -0.03 0.40 -1.98
H 0.88 1.79 -2.54
*
```

natural (NBO) population analysis, charges in e, atoms 1 to 5: atom 1 (C): -0.259, atom 2 (O): -0.806, atom 3 (B): 1.146, atom 4 (O): -0.996, atom 5 (B): -0.325

Entry from OMol25: a 2-piece molecular cluster, C2H5N4O4 overall (ωB97M-V/def2-TZVPD).

Properties
F_max, hartree/bohr: 0.1252
Kohn-Sham gap (spin up / spin down), eV: 9.47 / 9.47
E_tot, eV: -16289.183
Energy relative to the best compared isomer or geometry (same formula, charge and spin), kcal per mole: 56.8

```
! RIJCOSX wB97M-V def2-TZVPD def2/J DEFGRID3
* xyz 1 1
C -0.24 0.14 0.95
C 0.53 -0.32 -0.99
N 1.83 -0.23 -0.96
N -1.51 0.23 1.08
N 0.81 0.68 1.88
N -0.22 -0.43 -2.01
O -2.24 -0.22 0.04
O -2.07 0.59 2.08
O 1.99 0.49 1.55
O 0.40 1.20 2.83
H 2.39 -0.23 -0.12
H 2.41 -0.55 -1.86
H 0.25 -0.70 -2.93
H -3.16 0.09 0.38
H -1.15 -0.73 -1.92
*
```

natural (NBO) population analysis, charges in e, atoms 1 to 5: atom 1 (C): 0.176, atom 2 (C): 0.614, atom 3 (N): -0.754, atom 4 (N): 0.349, atom 5 (N): 0.519

Entry from OMol25: the molecule C4H8N2O (ωB97M-V/def2-TZVPD).

Properties
SMILES: NC(=O)CN1CC1
F_max, hartree/bohr: 0.0067
Kohn-Sham gap, eV: 10.28
E_tot, eV: -9304.708
Energy relative to the best compared isomer or geometry (same formula, charge and spin), kcal per mole: 38.9

```
! RIJCOSX wB97M-V def2-TZVPD def2/J DEFGRID3
* xyz 0 1
N -1.24 -1.84 0.16
C -1.81 -0.62 0.10
O -3.00 -0.39 0.22
C -0.81 0.52 -0.15
N 0.56 0.02 -0.19
C 1.56 0.53 0.72
C 1.63 0.83 -0.73
H -1.83 -2.66 0.26
H -0.25 -1.92 -0.01
H -1.07 0.96 -1.12
H -0.98 1.29 0.62
H 1.29 1.35 1.39
H 2.20 -0.23 1.17
H 1.41 1.86 -1.03
H 2.32 0.30 -1.39
*
```

natural (NBO) population analysis, charges in e, atoms 1 to 5: atom 1 (N): -0.827, atom 2 (C): 0.665, atom 3 (O): -0.625, atom 4 (C): -0.323, atom 5 (N): -0.442

Entry from OMol25: a 2-piece molecular cluster, C5H8FNS overall (ωB97M-V/def2-TZVPD).

Properties
F_max, hartree/bohr: 0.1023
Kohn-Sham gap, eV: 7.56
E_tot, eV: -20352.601
Energy relative to the best compared isomer or geometry (same formula, charge and spin), kcal per mole: 101.4

```
! RIJCOSX wB97M-V def2-TZVPD def2/J DEFGRID3
* xyz 0 1
C 1.77 -0.94 1.18
C 0.77 -0.58 0.23
C 0.64 0.82 -0.03
C -0.45 1.61 -0.55
C -1.84 0.89 -0.76
H 1.20 -2.02 1.63
H 2.66 -1.19 0.30
H 1.86 0.08 2.22
H -1.01 -1.17 -0.84
H -0.20 -2.47 -0.14
H 1.46 1.47 0.36
H -2.22 0.58 0.29
H -2.54 1.41 -1.47
N -0.20 -1.44 -0.15
F -1.58 -0.29 -1.59
S -0.33 3.24 -0.68
*
```

natural (NBO) population analysis, charges in e, atoms 1 to 5: atom 1 (C): -0.659, atom 2 (C): 0.255, atom 3 (C): -0.440, atom 4 (C): -0.145, atom 5 (C): -0.022

Entry from OMol25: C50H41BrCuF3IN2O4S2Sb as an isolated structure (ωB97M-V/def2-TZVPD).

Properties
F_max, hartree/bohr: 0.0100
Kohn-Sham gap (spin up / spin down), eV: 7.78 / 7.55
E_tot, eV: -222831.688
Energy relative to the best compared isomer or geometry (same formula, charge and spin), kcal per mole: 8.0

```
! RIJCOSX wB97M-V def2-TZVPD def2/J DEFGRID3
* xyz -1 2
Cu -0.94 0.10 -0.47
C 5.92 -5.72 1.66
C 6.06 -4.20 1.51
C 6.14 -3.87 0.02
C 7.37 -3.74 2.17
C 4.88 -3.50 2.20
C 4.67 -3.71 3.57
C 3.66 -3.08 4.26
C 2.83 -2.21 3.56
S 1.57 -1.19 4.15
C 1.37 -0.52 2.52
N 2.13 -1.06 1.63
C 2.99 -2.00 2.19
C 4.03 -2.65 1.52
C 0.46 0.63 2.35
C 0.40 1.50 3.46
C -0.34 2.67 3.43
C -1.03 3.00 2.28
C -1.00 2.13 1.21
C -0.27 0.92 1.19
H 6.74 -6.22 1.14
H 4.98 -6.06 1.24
H 5.95 -6.02 2.71
H 7.00 -4.38 -0.41
H 6.27 -2.80 -0.15
H 5.26 -4.20 -0.52
H 8.22 -4.23 1.70
H 7.38 -3.97 3.24
H 7.49 -2.66 2.06
H 5.34 -4.37 4.12
H 3.52 -3.25 5.32
H 4.15 -2.47 0.46
H 0.97 1.28 4.35
H -0.36 3.32 4.30
H -1.60 3.92 2.22
H -1.59 2.39 0.33
C -2.40 5.07 -7.03
C -2.22 3.84 -6.18
C -2.25 3.92 -4.79
C -2.07 2.79 -4.00
C -1.86 1.56 -4.61
C -1.84 1.46 -5.99
C -2.02 2.59 -6.77
S -1.47 0.13 -3.63
O -2.16 -0.98 -4.26
O -0.01 0.05 -3.66
N -1.94 0.45 -2.17
C -3.38 0.21 -1.94
C -3.67 -0.23 -0.51
O -4.84 -0.36 -0.17
O -2.65 -0.45 0.25
H -2.63 5.94 -6.43
H -3.20 4.93 -7.76
H -1.48 5.28 -7.59
H -2.41 4.88 -4.32
H -2.07 2.85 -2.92
H -1.69 0.49 -6.45
H -2.00 2.51 -7.85
H -3.76 -0.58 -2.59
H -3.97 1.11 -2.14
F -0.43 -6.23 -6.30
C -0.23 -5.36 -5.28
C -0.06 -4.02 -5.56
C 0.15 -3.14 -4.51
C 0.21 -3.59 -3.19
C 0.02 -4.95 -2.95
C -0.20 -5.85 -3.99
Sb 0.58 -2.18 -1.61
C 0.49 -3.60 0.00
C -0.52 -3.29 0.92
C -0.80 -4.12 2.00
C -0.07 -5.28 2.14
F -0.34 -6.11 3.17
C 0.94 -5.62 1.26
C 1.21 -4.78 0.19
C 2.63 -1.77 -2.19
C 3.11 -2.17 -3.43
C 4.33 -1.69 -3.92
C 5.05 -0.82 -3.13
F 6.23 -0.34 -3.60
C 4.61 -0.40 -1.89
C 3.39 -0.88 -1.44
H -0.12 -3.68 -6.59
H 0.27 -2.09 -4.73
H 0.01 -5.33 -1.93
H -0.34 -6.90 -3.80
H -1.10 -2.38 0.82
H -1.58 -3.87 2.71
H 1.50 -6.54 1.41
H 2.01 -5.04 -0.49
H 2.56 -2.86 -4.05
H 4.71 -1.99 -4.89
H 5.20 0.30 -1.31
H 3.02 -0.53 -0.48
Br 5.04 3.38 -1.65
C 3.88 3.20 -3.14
C 4.38 3.55 -4.38
C 3.58 3.43 -5.51
C 2.28 2.96 -5.39
C 1.78 2.61 -4.14
C 2.57 2.73 -3.00
I 1.73 2.20 -1.17
H 5.40 3.90 -4.46
H 3.98 3.71 -6.47
H 1.65 2.86 -6.26
H 0.79 2.21 -4.05
*
```

Löwdin population analysis, charges in e, atoms 1 to 5: atom 1 (Cu): 0.369, atom 2 (C): -0.048, atom 3 (C): -0.558, atom 4 (C): -0.063, atom 5 (C): -0.051

Entry from OMol25: the molecule C5H9N3O3S (ωB97M-V/def2-TZVPD).

Properties
F_max, hartree/bohr: 0.0950
Kohn-Sham gap, eV: 9.32
E_tot, eV: -26771.157
Energy relative to the best compared isomer or geometry (same formula, charge and spin), kcal per mole: 170.0

```
! RIJCOSX wB97M-V def2-TZVPD def2/J DEFGRID3
* xyz 0 1
C -1.57 0.14 -0.22
C -1.16 0.62 -1.35
C 1.57 -0.44 0.56
C -1.28 1.67 -2.29
C -1.92 0.13 1.24
N -0.34 -0.57 -0.87
N 0.85 -0.02 -0.43
N 3.45 0.28 2.61
O 4.14 -0.27 0.25
O 2.95 1.95 0.69
O -0.79 -0.01 1.96
S 3.10 0.49 0.94
H -1.07 1.27 -3.30
H -2.41 1.94 -2.30
H -0.75 2.58 -2.14
H -2.52 0.99 1.64
H -2.60 -0.74 1.54
H 1.03 0.93 -0.96
H 4.12 -0.36 2.86
H 2.69 0.19 3.23
H -0.33 -0.84 1.94
*
```

natural (NBO) population analysis, charges in e, atoms 1 to 5: atom 1 (C): 0.136, atom 2 (C): 0.133, atom 3 (C): -0.164, atom 4 (C): -0.690, atom 5 (C): -0.105

Entry from OMol25: the molecule C4H4O (ωB97M-V/def2-TZVPD).

Properties
SMILES: O=CC1C=C1
F_max, hartree/bohr: 0.0489
Kohn-Sham gap, eV: 10.22
E_tot, eV: -6256.491
Energy relative to the best compared isomer or geometry (same formula, charge and spin), kcal per mole: 66.6

```
! RIJCOSX wB97M-V def2-TZVPD def2/J DEFGRID3
* xyz 0 1
O -2.20 0.41 -0.16
C -1.33 -0.40 0.09
C 0.22 -0.40 -0.08
C 1.12 0.56 0.57
C 1.02 0.77 -0.70
H -1.72 -1.49 0.45
H 0.56 -1.50 -0.08
H 1.53 0.88 1.53
H 0.79 1.19 -1.63
*
```

natural (NBO) population analysis, charges in e, atoms 1 to 5: atom 1 (O): -0.527, atom 2 (C): 0.437, atom 3 (C): -0.385, atom 4 (C): -0.129, atom 5 (C): -0.152

Entry from OMol25: the molecule C4H7NO (ωB97M-V/def2-TZVPD).

Properties
SMILES: C[C@H]1N[C@H]1C=O
F_max, hartree/bohr: 0.0115
Kohn-Sham gap, eV: 10.66
E_tot, eV: -7797.452
Energy relative to the best compared isomer or geometry (same formula, charge and spin), kcal per mole: 50.6

```
! RIJCOSX wB97M-V def2-TZVPD def2/J DEFGRID3
* xyz 0 1
C 0.89 -1.23 0.74
C 0.45 0.21 0.68
N 0.74 1.05 -0.45
C -0.66 0.75 -0.18
C -1.35 0.08 -1.32
O -0.81 -0.16 -2.37
H 0.71 -1.74 -0.21
H 0.32 -1.73 1.52
H 1.95 -1.30 0.98
H 0.51 0.72 1.65
H 1.00 2.00 -0.21
H -1.31 1.45 0.36
H -2.44 -0.10 -1.19
*
```

natural (NBO) population analysis, charges in e, atoms 1 to 5: atom 1 (C): -0.625, atom 2 (C): -0.029, atom 3 (N): -0.559, atom 4 (C): -0.223, atom 5 (C): 0.417

Entry from OMol25: the molecule C4H4Br2O2 (ωB97M-V/def2-TZVPD).

Properties
F_max, hartree/bohr: 0.0986
Kohn-Sham gap, eV: 7.99
E_tot, eV: -148388.178
Energy relative to the best compared isomer or geometry (same formula, charge and spin), kcal per mole: 88.5

```
! RIJCOSX wB97M-V def2-TZVPD def2/J DEFGRID3
* xyz 0 1
C -0.34 1.40 1.00
C -0.46 0.17 1.43
C -0.47 -0.41 -0.78
C 1.04 -0.68 -1.17
O -0.75 0.85 -0.93
O -0.59 -0.90 0.61
Br -0.96 3.04 1.47
Br -0.14 -0.40 3.21
H -1.26 -1.04 -1.27
H 1.41 -1.14 -0.26
H 1.28 0.35 -1.27
H 1.23 -1.23 -2.04
*
```

natural (NBO) population analysis, charges in e, atoms 1 to 5: atom 1 (C): -0.020, atom 2 (C): 0.161, atom 3 (C): 0.372, atom 4 (C): -0.674, atom 5 (O): -0.570

Entry from OMol25: the molecule CH2FPSi (ωB97M-V/def2-TZVPD).

Properties
F_max, hartree/bohr: 0.0597
Kohn-Sham gap (spin up / spin down), eV: 6.91 / 6.71
E_tot, eV: -20949.475
Energy relative to the best compared isomer or geometry (same formula, charge and spin), kcal per mole: 33.9

```
! RIJCOSX wB97M-V def2-TZVPD def2/J DEFGRID3
* xyz 0 1
C 0.43 0.30 0.81
F 1.01 -0.48 1.79
Si -0.34 -0.49 -0.69
P 0.34 1.97 0.78
H 0.33 -0.50 -1.98
H -1.76 -0.81 -0.71
*
```

natural (NBO) population analysis, charges in e, atoms 1 to 5: atom 1 (C): -0.583, atom 2 (F): -0.384, atom 3 (Si): 0.924, atom 4 (P): 0.345, atom 5 (H): -0.148